Entry 1:
Formula: C34H37BFN7O4S6V
Source: the Open Molecules 2025 dataset
Level of theory: ωB97M-V/def2-TZVPD

XYZ file:
```
91
Properties=species:S:1:pos:R:3:lowdin_charge:R:1
V -0.804 -0.281 -0.197 0.230
C -6.645 3.428 3.421 -0.020
C -5.410 4.260 3.092 -0.307
C -5.000 5.208 4.209 -0.134
C -4.582 4.431 5.449 -0.129
C -3.561 3.376 5.104 -0.126
C -2.731 2.857 6.073 0.058
C -1.799 1.881 5.743 -0.246
F -1.021 1.380 6.724 0.065
C -1.644 1.430 4.466 0.074
C -2.449 1.964 3.460 -0.023
C -2.243 1.516 2.073 -0.286
O -1.275 0.787 1.800 -0.151
C -3.210 1.992 1.138 -0.026
C -4.159 2.886 1.534 0.041
N -4.275 3.374 2.774 0.019
C -3.431 2.908 3.781 -0.066
C -3.244 1.538 -0.280 -0.514
O -4.107 1.918 -1.039 0.107
O -2.296 0.692 -0.611 -0.183
H -7.480 4.081 3.675 0.091
H -6.458 2.758 4.260 0.086
H -6.934 2.820 2.564 0.087
H -5.601 4.840 2.188 0.149
H -5.833 5.875 4.432 0.123
H -4.166 5.823 3.861 0.129
H -5.456 3.961 5.909 0.121
H -4.165 5.106 6.197 0.123
H -2.801 3.199 7.098 0.135
H -0.938 0.653 4.215 0.111
H -4.871 3.240 0.797 0.156
C 1.511 1.335 3.387 -0.023
N 1.291 -0.100 3.479 -0.107
C 1.186 -0.839 4.639 -0.042
C 1.071 -2.132 4.254 -0.040
N 1.120 -2.183 2.882 -0.005
B 1.336 -3.513 2.081 -0.402
N 0.155 -3.897 1.092 0.029
C 0.280 -5.068 0.375 -0.052
C -0.894 -5.314 -0.243 -0.037
N -1.739 -4.277 0.086 -0.146
C -3.107 -4.113 -0.376 -0.042
C -1.071 -3.413 0.882 -0.698
S -1.717 -1.896 1.420 0.746
C 1.235 -0.936 2.425 -0.638
S 1.393 -0.436 0.775 0.703
H 1.464 1.754 4.390 0.097
H 0.745 1.785 2.758 0.064
H 2.492 1.533 2.957 0.091
H 1.197 -0.381 5.611 0.121
H 0.976 -3.027 4.840 0.121
H 1.398 -4.394 2.912 0.080
H 2.344 -3.414 1.433 0.068
H 1.210 -5.604 0.354 0.125
H -1.200 -6.112 -0.894 0.123
H -3.285 -4.828 -1.175 0.095
H -3.259 -3.106 -0.756 0.056
H -3.809 -4.291 0.438 0.094
S 0.607 -1.268 -4.345 0.576
C 0.147 -0.920 -2.825 -1.720
S 0.609 0.466 -1.895 0.537
S -0.834 -1.915 -1.784 0.623
C 6.521 1.263 1.125 -0.054
C 5.670 0.256 0.396 -0.280
C 5.539 -1.046 0.862 -0.033
C 4.745 -1.973 0.194 -0.071
C 4.078 -1.587 -0.951 -0.419
C 4.193 -0.290 -1.440 -0.111
C 4.995 0.618 -0.772 -0.052
S 2.892 -2.715 -1.679 0.865
C 3.715 -2.893 -3.266 -0.245
O 3.050 -4.032 -0.996 -0.523
H 6.956 0.832 2.026 0.073
H 5.935 2.136 1.417 0.071
H 7.337 1.616 0.492 0.081
H 6.056 -1.340 1.768 0.111
H 4.605 -2.980 0.566 0.103
H 3.642 0.012 -2.324 0.096
H 5.097 1.627 -1.157 0.115
H 4.690 -3.345 -3.099 0.062
H 3.799 -1.918 -3.743 0.042
H 3.076 -3.542 -3.863 0.048
N 1.579 2.945 0.272 -0.028
C 2.093 4.065 0.815 -0.115
C 1.025 4.839 1.204 -0.077
C -0.105 4.081 0.836 -0.162
N 0.241 2.925 0.288 0.038
H 2.070 2.112 -0.024 0.080
H 3.156 4.226 0.876 0.111
H 1.056 5.811 1.661 0.087
H -1.149 4.332 0.937 0.098
```

Its LUMO energy (spin up / spin down) is -0.866 / -0.495 eV. Its expectation value of S² is 0.785. For the energy above the lowest of the compared OMol25 structures with the same formula, charge and spin, the calculation gives 68.2 kJ/mol. The calculation puts the orbital gap (spin up / spin down) at 6.92 / 7.31 eV. As for the spin multiplicity: 2. For the HOMO energy (spin up / spin down), the calculation gives -7.79 / -7.81 eV.

---

Entry 2:
Formula: C34H37BrCl3F3I2O2
Source: the Open Molecules 2025 dataset
Level of theory: ωB97M-V/def2-TZVPD

XYZ file:
```
82
Properties=species:S:1:pos:R:3:lowdin_charge:R:1
C -0.659 -7.596 1.613 -0.137
C -0.589 -5.982 1.746 -0.632
Cl -1.069 -5.110 3.267 0.596
C -0.103 -5.280 0.619 -0.636
Cl 0.379 -6.225 -0.888 0.592
C 0.082 -3.695 0.525 -0.145
C 1.432 -3.147 1.133 -0.437
Br 2.770 -4.355 1.953 0.743
C 1.694 -1.627 1.039 -0.032
C 0.635 -0.668 0.365 0.030
C -0.701 -1.189 -0.243 -0.035
C -1.738 -0.175 -0.963 -0.142
C -3.168 -0.092 -0.228 -0.229
C -3.147 -0.410 1.340 -0.562
Cl -2.289 0.841 2.368 0.528
C -0.971 -2.746 -0.156 -0.004
C -2.298 -3.425 -0.787 -0.244
C -2.458 -3.050 -2.368 -0.039
F -3.493 -3.108 -0.025 -0.076
C 1.086 0.885 0.332 -0.238
O 0.327 1.844 0.587 0.045
C 2.650 1.102 -0.017 0.040
C 3.167 2.211 -0.959 -0.089
F 2.213 3.104 -1.527 -0.007
C 4.699 2.312 -1.274 0.024
C 5.757 1.320 -0.668 -0.180
C 7.268 1.496 -1.102 -0.651
I 8.203 -0.246 -2.084 0.857
C 8.063 2.658 -0.948 -0.731
C 9.610 2.704 -1.424 -0.209
I 7.232 4.459 -0.054 0.814
C 5.241 0.213 0.331 -0.041
C 6.255 -0.819 0.998 -0.131
C 5.940 -2.365 0.698 -0.327
C 7.283 -3.286 0.779 -0.050
F 5.209 -2.579 -0.529 -0.080
C 3.713 0.130 0.627 0.030
C 3.075 -0.994 1.595 -0.255
O 3.589 -1.316 2.697 0.025
H -1.097 -8.093 2.540 0.076
H 0.411 -8.011 1.459 0.086
H -1.243 -7.920 0.678 0.073
H -1.324 0.904 -0.991 0.114
H -1.899 -0.449 -2.075 0.106
H -3.579 0.983 -0.356 0.099
H -3.908 -0.757 -0.819 0.105
H -2.715 -1.439 1.602 0.067
H -4.253 -0.442 1.678 0.090
H -2.230 -4.580 -0.772 0.131
H -3.321 -2.308 -2.443 0.079
H -2.567 -3.981 -3.015 0.086
H -1.489 -2.492 -2.650 0.084
H 4.986 3.169 -1.987 0.102
H 9.765 2.263 -2.467 0.043
H 10.016 3.782 -1.470 0.067
H 10.185 2.120 -0.607 0.091
H 7.354 -0.641 0.716 0.063
H 6.180 -0.677 2.139 0.137
H 5.264 -2.768 1.546 0.088
H 7.658 -3.607 -0.249 0.081
H 7.037 -4.209 1.430 0.085
H 8.057 -2.646 1.347 0.083
C -8.033 5.830 -1.453 -0.116
C -7.020 4.713 -1.669 -0.274
C -7.254 3.503 -0.761 -0.230
C -7.127 3.777 0.740 -0.229
C -5.784 4.356 1.188 -0.267
C -4.609 3.425 0.924 -0.127
H -7.977 6.237 -0.440 0.066
H -7.842 6.651 -2.149 0.069
H -9.052 5.471 -1.625 0.075
H -6.008 5.104 -1.534 0.098
H -7.087 4.382 -2.710 0.103
H -6.553 2.711 -1.048 0.097
H -8.255 3.102 -0.956 0.109
H -7.306 2.838 1.278 0.109
H -7.925 4.458 1.055 0.100
H -5.835 4.554 2.264 0.106
H -5.603 5.322 0.707 0.099
H -4.749 2.467 1.433 0.055
H -3.684 3.872 1.296 0.074
H -4.478 3.233 -0.144 0.060
```

Its LUMO energy is -1.432 eV. The calculation puts the orbital gap at 7.46 eV. Its SMILES is C/C(Cl)=C(\Cl)c1c(Br)c2c(c(CCCCl)c1[C@H](C)F)C(=O)c1c(F)cc(/C(I)=C(/C)I)c(C[C@H](C)F)c1C2=O.CCCCCC. As for the spin multiplicity: 1. For the HOMO energy, the calculation gives -8.89 eV.

---

Entry 3:
Formula: C34H37BrF4GeMnN3O7PS3
Source: the Open Molecules 2025 dataset
Level of theory: ωB97M-V/def2-TZVPD

XYZ file:
```
92
Properties=species:S:1:pos:R:3:lowdin_charge:R:1
Mn -0.068 0.454 -0.211 0.236
O 3.974 1.063 3.429 -0.549
S 2.651 0.428 3.263 0.652
O 2.644 -0.975 3.714 -0.537
O -0.131 0.303 1.961 -0.079
O 1.913 0.845 -0.007 -0.675
F -4.445 6.084 -1.143 0.047
C -3.985 4.850 -0.804 -0.172
C -4.888 3.789 -0.581 -0.172
F -6.215 4.058 -0.559 0.066
C -4.427 2.533 -0.340 -0.240
F -5.347 1.575 -0.064 0.059
C -3.045 2.196 -0.277 -0.346
P -2.453 0.493 -0.448 1.078
C -3.481 -0.226 -1.804 -0.292
C -4.722 -0.837 -1.596 -0.095
C -5.474 -1.301 -2.662 -0.092
C -5.016 -1.163 -3.964 -0.112
C -3.798 -0.539 -4.188 -0.095
C -3.047 -0.068 -3.124 -0.087
C -3.300 -0.301 0.973 -0.353
C -3.431 -1.689 0.999 -0.110
C -4.066 -2.315 2.059 -0.076
C -4.547 -1.561 3.119 -0.096
C -4.376 -0.186 3.123 -0.089
C -3.749 0.440 2.058 -0.090
C -2.167 3.318 -0.456 -0.538
Br -0.283 3.127 -0.067 0.912
C -2.628 4.587 -0.689 -0.307
F -1.769 5.625 -0.806 0.030
H -5.107 -0.948 -0.595 0.094
H -6.428 -1.779 -2.472 0.095
H -5.604 -1.537 -4.794 0.089
H -3.430 -0.426 -5.201 0.096
H -2.100 0.418 -3.314 0.063
H -3.048 -2.281 0.174 0.122
H -4.148 -3.393 2.066 0.099
H -5.028 -2.049 3.959 0.094
H -4.731 0.405 3.959 0.097
H -3.614 1.515 2.057 0.107
C 4.435 2.351 0.572 -0.068
N 5.014 1.079 0.166 -0.201
C 5.711 1.129 -1.109 -0.074
C 4.325 -0.095 0.458 -0.542
S 2.664 -0.256 0.799 0.933
N 5.124 -1.249 0.549 -0.221
C 6.276 -1.132 1.434 -0.075
C 4.426 -2.515 0.732 -0.108
H 5.167 3.135 0.364 0.086
H 4.241 2.319 1.639 0.057
H 3.508 2.589 0.045 0.055
H 5.055 1.469 -1.920 0.067
H 6.091 0.138 -1.354 0.083
H 6.551 1.824 -1.028 0.079
H 6.672 -0.121 1.375 0.080
H 7.043 -1.843 1.117 0.077
H 6.005 -1.342 2.477 0.091
H 3.637 -2.616 -0.012 0.076
H 3.974 -2.609 1.728 0.086
H 5.145 -3.326 0.595 0.082
C 3.184 -0.582 -2.872 -0.208
Ge 1.846 0.862 -3.072 0.762
C 1.563 0.897 -5.066 -0.248
C 2.495 2.707 -2.736 -0.226
C 0.104 0.522 -2.259 -0.407
H 3.984 -0.464 -3.606 0.011
H 2.690 -1.539 -3.047 0.022
H 3.614 -0.608 -1.876 -0.029
H 2.500 1.100 -5.592 -0.004
H 0.849 1.678 -5.340 -0.001
H 1.173 -0.059 -5.423 0.000
H 3.496 2.880 -3.136 0.003
H 2.489 2.925 -1.670 -0.033
H 1.807 3.403 -3.220 0.013
H -0.203 -0.476 -2.607 0.002
H -0.554 1.264 -2.728 -0.026
O 0.484 -5.403 2.789 -0.330
S -0.547 -4.529 2.285 0.626
O -1.846 -5.150 2.138 -0.341
N -0.088 -3.791 0.905 -0.014
C -0.030 -2.487 1.076 -0.490
O 0.345 -1.640 0.209 -0.120
C -0.397 -2.018 2.437 -0.096
C -0.450 -0.689 2.846 -0.256
C -0.798 -0.425 4.164 -0.002
C -1.064 -1.477 5.029 -0.066
C -1.020 -2.806 4.613 -0.047
C -0.691 -3.049 3.299 -0.193
H 0.281 -0.234 1.219 -0.032
H -0.839 0.601 4.506 0.124
H -1.296 -1.255 6.064 0.100
H -1.234 -3.618 5.295 0.110
```

The charge is -2. Its LUMO energy (spin up / spin down) is 4.314 / 4.266 eV. Its expectation value of S² is 8.858. For the energy above the lowest of the compared OMol25 structures with the same formula, charge and spin, the calculation gives 442.2 kJ/mol. The calculation puts the orbital gap (spin up / spin down) at 4.50 / 6.56 eV. As for the spin multiplicity: 6. For the HOMO energy (spin up / spin down), the calculation gives -0.19 / -2.30 eV.

---

Entry 4:
Formula: C34H37N3O4RuSi
Source: the Open Molecules 2025 dataset
Level of theory: ωB97M-V/def2-TZVPD

XYZ file:
```
80
Properties=species:S:1:pos:R:3:lowdin_charge:R:1
Ru -0.597 0.234 -0.011 1.101
C -2.523 -0.359 1.676 -0.292
C -1.418 -0.192 2.548 -0.287
C -1.032 1.170 2.515 -0.284
C -1.909 1.850 1.631 -0.296
C -2.862 0.910 1.145 -0.282
C -4.173 1.295 0.534 -0.030
C -2.018 3.340 1.519 -0.052
C -0.023 1.843 3.392 -0.050
C -0.877 -1.262 3.443 -0.046
C -3.287 -1.640 1.520 -0.052
H -4.791 0.419 0.337 0.072
H -4.059 1.847 -0.400 0.061
H -4.716 1.942 1.229 0.087
H -1.032 3.809 1.451 0.072
H -2.511 3.751 2.406 0.086
H -2.601 3.629 0.644 0.061
H -0.521 2.330 4.237 0.087
H 0.527 2.609 2.840 0.071
H 0.701 1.132 3.786 0.056
H -0.089 -0.879 4.089 0.066
H -0.460 -2.079 2.848 0.057
H -1.676 -1.676 4.064 0.083
H -3.942 -1.805 2.382 0.083
H -2.599 -2.485 1.462 0.071
H -3.904 -1.634 0.621 0.064
O 2.404 -5.137 -2.449 -0.043
C 1.382 -4.862 -3.113 -0.710
O 0.816 -5.427 -4.065 -0.029
C 0.650 -3.574 -2.662 -0.093
C -0.504 -3.679 -1.883 -0.006
C -1.179 -2.532 -1.537 -0.176
N -0.744 -1.303 -1.864 -0.007
C 0.365 -1.205 -2.602 -0.210
C 1.071 -2.308 -3.055 0.048
C 0.838 0.206 -2.930 -0.626
O 1.282 0.421 -4.050 0.040
O 0.722 1.056 -1.968 -0.203
H -0.869 -4.646 -1.561 0.118
H -2.104 -2.581 -0.969 0.085
H 1.932 -2.154 -3.689 0.137
C 3.812 -0.680 4.697 -0.102
C 3.983 0.578 4.135 -0.101
C 3.368 0.890 2.930 -0.131
C 2.567 -0.040 2.263 -0.349
C 2.404 -1.300 2.845 -0.130
C 3.023 -1.620 4.046 -0.087
Si 1.745 0.397 0.593 0.826
C 3.044 -0.440 -0.498 -0.345
C 3.031 -1.832 -0.617 -0.118
C 3.950 -2.492 -1.422 -0.075
C 4.896 -1.761 -2.127 -0.083
C 4.932 -0.378 -2.009 -0.095
C 4.012 0.277 -1.204 -0.114
H 4.290 -0.925 5.637 0.094
H 4.597 1.317 4.635 0.095
H 3.510 1.874 2.491 0.095
H 1.782 -2.034 2.346 0.074
H 2.885 -2.604 4.477 0.101
H 0.172 -1.523 0.590 0.087
H 2.270 -2.412 -0.105 0.083
H 3.890 -3.569 -1.526 0.090
H 5.593 -2.272 -2.781 0.099
H 5.672 0.193 -2.558 0.094
H 4.040 1.360 -1.131 0.095
C -1.768 4.983 -2.668 -0.019
C -2.096 3.536 -2.518 -0.300
C -3.029 2.732 -3.130 0.016
C -2.848 1.444 -2.574 -0.351
N -1.888 1.476 -1.671 0.001
N -1.448 2.749 -1.639 0.039
C -3.549 0.169 -2.905 -0.025
H -2.548 5.491 -3.231 0.077
H -0.821 5.104 -3.198 0.085
H -1.669 5.459 -1.691 0.075
H -3.741 3.021 -3.885 0.107
H -0.592 2.940 -1.145 0.141
H -4.589 0.349 -3.175 0.077
H -3.499 -0.507 -2.051 0.058
H -3.047 -0.322 -3.740 0.087
```

The charge is -1. Its LUMO energy (spin up / spin down) is 2.157 / 0.632 eV. Its expectation value of S² is 8.788. For the energy above the lowest of the compared OMol25 structures with the same formula, charge and spin, the calculation gives 327.4 kJ/mol. The calculation puts the orbital gap (spin up / spin down) at 7.04 / 5.72 eV. As for the spin multiplicity: 6. For the HOMO energy (spin up / spin down), the calculation gives -4.88 / -5.09 eV.

---

Entry 5:
Formula: C34H37N6O4P
Source: the Open Molecules 2025 dataset
Level of theory: ωB97M-V/def2-TZVPD

XYZ file:
```
82
Properties=species:S:1:pos:R:3:lowdin_charge:R:1
C 1.692 -2.194 -1.520 -0.014
C 1.121 -3.197 -0.857 -0.168
C 1.899 -4.153 0.054 -0.170
O 1.210 -4.483 1.274 0.026
C 0.731 -3.378 1.890 -0.636
O -0.343 -2.948 1.715 0.174
O 1.544 -2.739 2.828 -0.125
P 2.165 -1.289 2.272 0.689
O 2.344 -0.344 3.389 -0.391
H 1.107 -1.311 -1.828 0.060
H 2.774 -2.225 -1.710 0.055
H 0.033 -3.320 -0.983 0.119
H 2.040 -5.110 -0.494 0.131
H 2.923 -3.751 0.209 0.122
H 1.310 -0.731 1.280 0.057
H 3.425 -1.634 1.702 0.040
N -1.975 2.407 3.784 0.056
C -0.909 1.604 3.849 -0.177
C -0.869 0.331 3.304 -0.063
C -2.000 -0.142 2.657 -0.065
C -3.119 0.673 2.579 -0.069
C -3.053 1.933 3.155 -0.159
H -0.048 2.015 4.366 0.113
H 0.027 -0.271 3.385 0.055
H -2.009 -1.133 2.219 0.091
H -4.021 0.341 2.082 0.102
H -3.901 2.609 3.117 0.097
N -0.307 1.155 -3.173 0.047
C -0.985 1.175 -2.022 -0.164
C -1.193 2.319 -1.268 -0.067
C -0.666 3.513 -1.731 -0.076
C 0.043 3.516 -2.922 -0.074
C 0.191 2.317 -3.601 -0.160
H -1.376 0.215 -1.699 0.099
H -1.754 2.275 -0.343 0.096
H -0.805 4.430 -1.171 0.103
H 0.471 4.429 -3.316 0.101
H 0.735 2.271 -4.539 0.100
N 3.672 -4.024 -2.808 0.052
C 4.794 -4.742 -2.681 -0.150
C 5.047 -5.907 -3.386 -0.077
C 4.081 -6.360 -4.271 -0.079
C 2.912 -5.634 -4.417 -0.065
C 2.758 -4.479 -3.667 -0.166
H 5.518 -4.350 -1.975 0.103
H 5.975 -6.446 -3.245 0.100
H 4.240 -7.268 -4.840 0.105
H 2.135 -5.956 -5.098 0.104
H 1.862 -3.875 -3.750 0.096
N -4.585 4.860 -0.280 0.053
C -5.903 5.059 -0.338 -0.159
C -6.649 5.598 0.698 -0.076
C -5.991 5.950 1.866 -0.082
C -4.622 5.751 1.950 -0.076
C -3.971 5.208 0.854 -0.164
H -6.375 4.766 -1.270 0.101
H -7.717 5.739 0.594 0.100
H -6.537 6.373 2.700 0.106
H -4.072 6.012 2.844 0.104
H -2.899 5.036 0.871 0.097
N -3.251 2.637 8.620 0.049
C -2.796 2.440 7.380 -0.148
C -1.699 1.649 7.077 -0.064
C -1.031 1.028 8.120 -0.076
C -1.484 1.220 9.416 -0.081
C -2.593 2.028 9.609 -0.164
H -3.348 2.948 6.596 0.098
H -1.379 1.524 6.051 0.056
H -0.168 0.403 7.925 0.106
H -0.989 0.753 10.257 0.098
H -2.986 2.205 10.605 0.099
N 3.189 -2.356 -6.047 0.061
C 4.464 -2.162 -6.389 -0.150
C 4.867 -1.333 -7.424 -0.074
C 3.892 -0.669 -8.150 -0.083
C 2.561 -0.856 -7.814 -0.074
C 2.265 -1.705 -6.759 -0.148
H 5.191 -2.705 -5.794 0.102
H 5.917 -1.211 -7.655 0.101
H 4.166 -0.013 -8.967 0.105
H 1.771 -0.356 -8.357 0.101
H 1.238 -1.880 -6.456 0.104
```

Its LUMO energy is 0.556 eV. The calculation puts the orbital gap at 9.86 eV. Its SMILES is C=CCOC(=O)O[PH2]=O.c1ccncc1.c1ccncc1.c1ccncc1.c1ccncc1.c1ccncc1.c1ccncc1. As for the spin multiplicity: 1. For the HOMO energy, the calculation gives -9.30 eV.